1.
C19H37N5O2PZr | ωB97M-V/def2-TZVPD

HOMO energy ... -0.36559 hartree
Electronic energy ... -42417.0688 eV
Lowest unoccupied orbital energy ... -2.2 eV
Orbital gap ... 7.7 eV
Relative energy (zero: lowest compared OMol25 entry of this formula, charge and spin) ... 19.0 kcal/mol

ORCA input file:
```
! wB97M-V def2-TZVPD RIJCOSX def2/J DEFGRID3
* xyz 1 1
Zr 0.11802 0.12820 0.86115
C -2.49020 0.59425 -0.99994
C -1.29413 1.16962 -1.77819
N -0.33361 1.81470 -0.85803
C -0.81365 3.12237 -0.35398
C -0.30582 3.38997 1.05360
N -0.58008 2.24137 1.92409
C -1.97933 2.07607 2.36701
C -2.89072 1.39170 1.33955
N -2.19450 0.42005 0.44761
H -3.37137 1.22691 -1.11140
H -2.73417 -0.37868 -1.42455
H -0.76572 0.36152 -2.27942
H -1.64518 1.87456 -2.53742
H 0.52333 1.97064 -1.37500
H -0.51330 3.93313 -1.02155
H -1.90173 3.10994 -0.36000
H 0.77673 3.54194 1.03416
H -0.75896 4.31093 1.43503
H -0.02859 2.30017 2.77842
H -1.93286 1.47227 3.26816
H -2.41695 3.04455 2.63124
H -3.68441 0.88138 1.88577
H -3.38331 2.13470 0.71471
H -2.50013 -0.51379 0.70139
N 2.20920 -0.70119 2.54317
C 1.33144 -1.48532 3.46749
C 0.22529 -0.46070 3.58311
O 0.38936 0.55026 4.24935
O -0.71456 -0.62720 2.69109
H 3.01708 -1.25260 2.27677
H 2.52762 0.08230 3.10871
H 1.78736 -1.75761 4.41686
H 0.97925 -2.36678 2.93924
C 0.83416 -1.48760 -3.10646
C -0.39396 -2.17169 -2.56160
C -1.23441 -2.85027 -3.43541
C -2.33262 -3.55541 -2.97477
C -2.56420 -3.61875 -1.61038
C -1.74989 -2.95104 -0.70512
C -2.01168 -3.11224 0.77189
C -0.67642 -2.16282 -1.18039
N 0.00121 -1.31607 -0.30680
H 1.50825 -2.21750 -3.55903
H 1.37356 -0.98280 -2.30775
H 0.58725 -0.75989 -3.88444
H -1.01188 -2.83331 -4.49663
H -2.98131 -4.07538 -3.66665
H -3.38906 -4.21228 -1.23211
H -2.23462 -4.15520 0.99858
H -2.88208 -2.54092 1.11647
H -1.16040 -2.79751 1.36860
C 2.84789 1.51407 -1.82134
P 2.72481 0.71369 -0.17953
C 3.95513 1.70060 0.74401
C 3.58194 -0.88448 -0.44167
H 3.86817 1.44146 -2.19957
H 2.59673 2.57467 -1.74418
H 2.18288 1.03642 -2.54251
H 4.92638 1.67164 0.24866
H 4.07220 1.32049 1.75842
H 3.62696 2.73888 0.80680
H 4.28391 -1.06781 0.37229
H 4.14878 -0.86793 -1.37237
H 2.85088 -1.69066 -0.47519
*
```

natural (NBO) population analysis, charges in e, atoms 1 to 8: 1.942, -0.237, -0.233, -0.675, -0.238, -0.222, -0.705, -0.237


2.
C3H7NO2S | ωB97M-V/def2-TZVPD

HOMO energy (spin up / spin down) ... -0.24665 / -0.24652 hartree
Electronic energy ... -19639.5954 eV
Lowest unoccupied orbital energy (spin up / spin down) ... 0.0 / 0.0 eV
Orbital gap (spin up / spin down) ... 6.7 / 6.7 eV
Relative energy (zero: lowest compared OMol25 entry of this formula, charge and spin) ... 138.6 kcal/mol

ORCA input file:
```
! wB97M-V def2-TZVPD RIJCOSX def2/J DEFGRID3
* xyz 0 1
C -0.49233 0.02228 -1.36667
C 0.17386 1.10095 1.46129
C -1.29603 0.22869 -0.10840
N 0.17715 0.24872 -2.30139
O 1.44763 -2.04081 0.51631
O -0.76837 1.40976 0.42205
S 0.28928 -2.54142 -0.59871
H 0.74965 0.25278 0.99648
H -0.20674 0.79138 2.37424
H 0.73916 2.06007 1.58116
H -1.28094 -0.71440 0.40535
H -2.34142 0.42245 -0.60605
H 0.41766 0.92426 -3.08814
H 2.39146 -2.16470 0.31247
*
```

natural (NBO) population analysis, charges in e, atoms 1 to 8: 0.568, -0.263, -0.190, -0.569, -0.916, -0.516, -0.130, 0.207


3.
C8H19NO4S | ωB97M-V/def2-TZVPD

HOMO energy ... -0.27122 hartree
Electronic energy ... -29116.8088 eV
Lowest unoccupied orbital energy ... -1.4 eV
Orbital gap ... 6.0 eV
Relative energy (zero: lowest compared OMol25 entry of this formula, charge and spin) ... 29.5 kcal/mol

ORCA input file:
```
! wB97M-V def2-TZVPD RIJCOSX def2/J DEFGRID3
* xyz 0 1
C 3.78991 2.36839 -1.09843
C 2.28903 1.86124 -0.98438
C 1.46095 3.03701 -0.36484
C -0.06447 2.73464 -0.09318
C -0.88450 3.91222 -0.76550
S -0.68260 1.16590 -0.78295
O -2.13144 1.12853 -0.43891
O -0.05816 -0.04799 -0.17740
O -0.58901 1.18246 -2.30489
H 4.49503 1.56557 -1.39460
H 4.09283 2.80739 -0.11561
H 3.76613 3.22032 -1.82291
H 1.91706 1.66284 -2.01170
H 2.26845 0.91927 -0.39977
H 1.52066 3.88496 -1.09529
H 1.99588 3.37827 0.55029
H -0.26193 2.79825 1.00519
H -0.61971 3.87902 -1.85035
H -1.98364 3.73576 -0.67786
H -0.58668 4.87623 -0.30118
C -1.54382 -4.43364 2.72164
C -0.95203 -4.73122 1.38846
O -0.25582 -5.66642 1.13051
N -1.11226 -3.81649 0.23799
C -2.18949 -2.80064 0.23818
H -1.52128 -5.33699 3.32618
H -0.95743 -3.65351 3.21196
H -2.58102 -4.11068 2.62580
H -0.18276 -3.38395 0.12984
H -1.13185 -4.45318 -0.56635
H -2.13223 -2.26661 -0.70899
H -2.02336 -2.11238 1.06319
H -3.15043 -3.30455 0.32588
*
```

natural (NBO) population analysis, charges in e, atoms 1 to 8: -0.610, -0.416, -0.400, -0.473, -0.616, 2.321, -1.051, -1.068


4.
C4H6N2OS | ωB97M-V/def2-TZVPD

HOMO energy ... -0.33316 hartree
SMILES ... O[C@@H]1CN=CNC1=S
Electronic energy ... -20106.4337 eV
Lowest unoccupied orbital energy ... -0.3 eV
Orbital gap ... 8.8 eV
Relative energy (zero: lowest compared OMol25 entry of this formula, charge and spin) ... 67.1 kcal/mol

ORCA input file:
```
! wB97M-V def2-TZVPD RIJCOSX def2/J DEFGRID3
* xyz 0 1
C 0.44832 0.81215 -0.31058
C -0.88666 0.86994 0.35587
C -1.29462 -1.31339 0.02563
C 1.14247 -0.57233 -0.18326
H 2.07105 1.73042 -0.48712
H 0.17090 0.93230 -1.36226
H -1.32949 1.86400 0.16477
H -1.06546 0.93473 1.52668
H -1.98303 -2.22581 0.06212
H 0.40269 -2.52890 -0.00545
N -1.78683 -0.12495 0.16672
N 0.15352 -1.60429 -0.20994
O 1.20222 1.91228 -0.00120
S 2.75492 -0.68617 0.25802
*
```

natural (NBO) population analysis, charges in e, atoms 1 to 8: -0.007, -0.270, 0.235, 0.107, 0.488, 0.179, 0.225, 0.230